[1]
Formula: C14H51B2NO23
Source: the Open Molecules 2025 dataset
Level of theory: the ωB97M-V functional and the def2-TZVPD basis

XYZ file:
```
91
Properties=species:S:1:pos:R:3:forces:R:3:lowdin_charge:R:1
C -2.789359 5.206430 0.132105 0.12 -0.16 0.31 0.121
C -2.795119 4.010596 0.143202 0.22 0.31 -1.15 -0.127
C -2.699729 2.608730 -0.227606 -0.09 -0.27 1.12 -0.129
C -1.310313 2.031269 -0.159371 -0.51 -0.66 0.46 -0.069
C -0.193750 2.564336 -0.655168 0.87 1.00 0.15 -0.135
N -0.177595 3.780332 -1.295789 -0.94 -1.22 -0.24 0.147
C -0.128591 3.818438 -2.574593 0.50 -0.13 -0.72 -0.306
C -1.375690 4.050939 -3.374230 0.60 1.17 0.32 -0.023
C 1.165561 3.705353 -3.370645 -0.47 1.55 0.45 -0.006
C 1.118401 1.830961 -0.503556 0.34 -0.50 -0.04 -0.224
O 2.164103 2.378197 -0.751537 -0.11 0.21 0.03 0.158
C 1.116735 0.377759 -0.075471 0.27 0.65 -0.27 -0.098
C 2.414109 -0.330932 -0.246713 0.15 0.15 -0.58 0.000
B 2.712916 -0.703447 -1.800377 0.13 0.29 0.34 -0.594
O 3.400171 0.222666 -2.544654 -0.03 -0.42 0.01 0.149
O 2.323904 -1.905276 -2.396841 -0.16 0.41 0.57 0.133
C -0.012404 -0.117981 0.415695 -0.54 -0.72 0.02 0.032
B -0.151722 -1.618403 0.927259 0.30 0.24 0.44 -0.639
O -0.898854 -2.602444 0.346172 -0.45 0.38 0.27 0.195
O 0.567590 -1.965175 2.050317 -0.62 0.32 -0.13 0.001
C -0.082481 -2.992897 2.847183 1.40 -0.27 -0.03 -0.024
C -1.208211 0.745795 0.544876 0.69 0.10 -0.03 -0.277
O -2.110514 0.368377 1.288717 -0.61 -0.63 0.15 0.042
H -2.653544 6.248621 0.110930 -0.17 0.53 0.16 0.028
H -3.288684 2.057477 0.505083 -0.11 -0.22 -0.11 0.109
H -3.144864 2.398528 -1.195259 -0.07 0.24 -0.24 0.124
H -2.181028 3.398993 -3.069329 -0.02 -0.29 0.03 0.079
H -1.184596 4.031143 -4.432463 -0.16 -0.27 -0.25 0.043
H -1.688518 5.066492 -3.106798 -0.15 0.07 -0.01 0.104
H 1.935585 4.208776 -2.795739 0.28 -0.33 0.19 0.086
H 1.445618 2.691999 -3.589709 0.17 -0.26 0.01 0.061
H 1.032643 4.298862 -4.272194 0.07 -0.33 -0.41 0.081
H 3.183235 0.392975 0.011645 0.18 0.04 0.01 0.119
H 2.547864 -1.170440 0.426185 -0.33 -0.22 -0.01 0.085
H 4.349755 0.095242 -2.397388 0.22 0.31 -0.30 0.081
H 3.066935 -2.516080 -2.336308 -0.21 -0.38 -0.14 0.106
H -1.737170 -2.298296 -0.034765 0.21 -0.18 -0.56 0.081
H 0.489869 -3.068250 3.765148 -0.06 0.09 0.21 0.108
H -1.112662 -2.765482 3.054794 -0.26 0.26 0.01 0.062
H -0.012382 -3.937724 2.341743 -0.13 -0.25 -0.14 0.054
O 2.248441 -3.855336 -0.046828 0.19 -0.03 0.22 -0.023
H 1.393448 -3.474764 -0.279918 -0.07 -0.15 -0.03 0.035
H 2.569030 -3.288535 0.664274 0.03 0.08 -0.05 0.042
O -3.411408 -1.397921 -0.945833 0.08 0.15 0.10 -0.032
H -4.256651 -1.038774 -1.231173 -0.10 -0.17 0.01 0.060
H -3.119363 -0.778091 -0.264116 -0.13 0.10 0.02 0.011
O -2.969479 1.188688 4.108411 0.04 0.07 0.12 -0.041
H -3.281466 0.896802 3.243510 0.03 -0.11 -0.01 0.026
H -2.034363 1.366335 3.968421 0.00 0.05 -0.05 0.038
O -0.884048 -1.185785 -2.397870 0.24 0.00 -0.09 -0.026
H -1.437397 -1.810938 -2.878068 -0.14 0.07 0.07 0.070
H -0.111866 -1.703467 -2.135166 0.10 0.04 -0.10 0.040
O 6.064986 -1.018815 -2.716135 0.03 -0.03 0.01 -0.026
H 6.070011 -1.869796 -3.164806 -0.07 0.02 -0.05 0.054
H 6.995218 -0.793929 -2.616925 -0.02 0.08 0.09 0.055
O 1.986120 0.299933 3.185405 0.21 -0.16 -0.02 -0.039
H 1.623821 -0.505659 2.784853 -0.22 -0.01 0.07 0.006
H 1.258649 0.926528 3.157930 0.04 0.07 -0.02 0.035
O -1.676759 -5.264557 3.079389 -0.31 -0.19 -0.02 -0.052
H -1.324987 -6.157855 3.197164 -0.03 -0.04 0.12 0.011
H -2.310361 -5.354880 2.360529 0.03 -0.01 -0.02 0.052
O -2.547746 3.601843 -6.216559 -0.21 0.22 -0.29 -0.046
H -2.791228 2.842435 -6.756226 0.10 -0.04 0.01 0.055
H -3.322507 4.175464 -6.255224 -0.08 -0.09 0.13 0.048
O -3.682703 -2.190801 2.415514 0.12 0.03 -0.14 -0.039
H -3.188039 -2.900232 2.839212 -0.10 -0.02 0.11 0.019
H -3.006867 -1.578593 2.099063 -0.04 0.07 0.06 -0.009
O -2.471787 6.536967 -7.492668 0.02 -0.10 0.06 -0.060
H -1.632683 6.986814 -7.626751 -0.02 0.06 -0.01 0.035
H -2.220864 5.656356 -7.189700 0.11 -0.06 -0.05 -0.005
O -2.525564 -1.349322 5.991986 0.12 0.08 0.03 -0.059
H -1.754821 -1.693402 5.531788 0.00 -0.05 0.02 0.016
H -2.646047 -0.462594 5.627861 -0.18 -0.02 -0.14 0.001
O -0.446940 1.254802 -3.972881 -0.07 -0.14 0.21 -0.036
H -0.610040 0.490348 -3.396462 -0.08 -0.15 -0.04 0.008
H 0.474253 1.157612 -4.226880 0.03 -0.13 -0.15 0.035
O 4.930144 -1.036380 1.852439 -0.11 -0.03 0.06 -0.055
H 4.103874 -0.840421 2.309613 0.01 0.17 0.02 0.012
H 5.563890 -0.423991 2.246911 0.10 -0.05 0.02 0.010
O 7.188310 0.182089 3.766193 -0.03 -0.05 0.05 -0.048
H 6.925356 -0.295185 4.559548 -0.06 -0.03 -0.03 0.045
H 7.981171 0.659322 4.027534 0.00 0.06 -0.09 0.040
O 1.446254 -6.038765 1.858223 0.15 -0.05 0.18 -0.056
H 2.021751 -6.727192 2.203984 -0.02 -0.02 0.01 0.034
H 2.051013 -5.356995 1.536335 -0.21 -0.04 -0.30 0.006
O -4.072299 4.704778 3.298186 0.01 -0.05 0.13 -0.067
H -4.168465 3.922323 3.851177 0.01 -0.04 0.03 0.020
H -3.167042 4.659435 2.974525 -0.05 0.01 -0.15 0.010
O -1.378188 -8.196056 3.883944 0.05 -0.04 -0.07 -0.041
H -1.961309 -8.811065 3.428046 -0.06 0.04 0.00 0.048
H -0.579667 -8.705238 4.053669 0.04 0.05 0.03 0.046
```
Positions in Å, forces in eV/Å.

For the maximum force, the calculation gives 1.68 eV/A. As for the HOMO energy: -7.92 eV. The calculation puts the calculated total energy at -2399.06480 Eh. The molar mass comes out at 623.17 g mol⁻¹. As for the charge: 0. The value obtained for the gap between HOMO and LUMO is 6.740 eV.

***

[2]
Formula: C4H12N2O
Source: the Open Molecules 2025 dataset
Level of theory: the ωB97M-V functional and the def2-TZVPD basis

XYZ file:
```
19
Properties=species:S:1:pos:R:3:forces:R:3:lowdin_charge:R:1
N 2.296517 1.671521 -0.708365 0.00 0.76 -0.47 -0.004
C 1.987598 0.667466 0.277871 -0.44 -0.15 0.28 -0.291
C 0.503150 0.680138 0.634568 0.11 0.30 0.87 -0.262
N -0.331989 0.485274 -0.512828 -0.02 -0.12 -0.34 -0.075
C -1.570326 -0.224223 -0.364374 -0.84 -0.01 -0.28 -0.234
C -1.540146 -1.618419 0.288636 0.40 0.65 -0.63 -0.274
O -2.828177 -2.196575 0.288451 -0.03 -0.11 -0.09 -0.067
H 2.290176 2.603537 -0.313493 -0.21 -0.04 0.05 0.071
H 3.164894 1.601056 -1.218912 0.07 -0.52 0.25 0.064
H 2.536201 0.754833 1.215683 0.27 0.05 0.14 0.101
H 2.185645 -0.323381 -0.119313 0.26 -0.14 -0.22 0.110
H 0.369529 -0.068963 1.430194 -0.01 -0.18 -0.26 0.104
H 0.231283 1.617299 1.146308 0.17 0.13 -0.18 0.114
H 0.210783 0.225529 -1.322223 -0.10 -0.06 -0.04 0.103
H -2.320283 0.369864 0.172457 0.29 0.11 0.38 0.120
H -2.055105 -0.280867 -1.351653 0.36 -0.29 -0.03 0.118
H -0.797044 -2.245882 -0.222131 -0.09 -0.08 -0.01 0.118
H -1.207538 -1.496482 1.310277 -0.17 -0.27 0.37 0.100
H -3.125162 -2.221729 -0.631147 -0.02 -0.05 0.23 0.085
```
Positions in Å, forces in eV/Å.

The structure (SMILES) is NCCNCCO. For the maximum force, the calculation gives 0.99 eV/A. As for the HOMO energy: -8.30 eV. The calculation puts the calculated total energy at -344.32210 Eh. The molar mass comes out at 104.15 g mol⁻¹. As for the charge: 0. The value obtained for the gap between HOMO and LUMO is 9.320 eV. The energy above the lowest of the compared OMol25 structures with the same formula, charge and spin is 39.49 kcal per mole.

***

- The lowest HOMO belongs to which entry?
  C4H12N2O

***

- What is the HOMO in the second record?
  -8.30 eV

***

- Look up the maximum force of the first one.
  1.68 eV/A